Entry from OMol25: 6 unconnected molecules or ions with the total composition C12H30N6O6 in a non-equilibrium geometry (ωB97M-V/def2-TZVPD).

Positions of all 54 atoms, in Å:
C -0.73950 -0.35968 1.28117
H -4.10412 -2.14458 -1.52946
H 1.29563 -1.48731 -1.12470
H -1.62112 -5.38442 -1.34904
H 0.74585 0.07340 -0.73556
H 2.24376 4.31621 -1.56409
N 0.19987 1.66317 -4.00375
C -1.45891 -0.02532 -4.05243
H 3.19829 -4.55065 1.26850
H -1.84058 4.50978 4.47778
C -0.09021 -1.37157 0.45074
C -0.36279 0.77582 -4.81154
H -0.47292 3.84026 3.66797
O -1.65866 3.19854 1.38713
C -2.93547 -3.78981 -1.39213
O 1.24757 1.81039 -1.02035
C 3.25837 -2.67041 2.10212
H -0.00244 1.65235 -3.03077
H 1.74872 -3.78711 2.97084
H -0.88854 0.63009 0.89852
O 3.39955 -1.47455 1.84514
C -1.55300 3.76384 3.69060
H 1.83851 4.05728 0.12144
C -2.11767 3.91382 2.28157
C 2.30590 2.26111 -0.63076
N 3.56012 -3.60107 1.15688
H -2.38872 0.57634 -4.01510
N 0.61310 -0.93859 -0.63456
H -0.00625 -0.18825 2.08046
N 3.26554 1.44722 -0.08776
H -3.68439 -2.52834 0.13855
C 2.61080 -3.17132 3.39180
N -3.18696 4.74102 2.07602
H -1.65306 -0.90032 -4.70705
H -1.84614 2.82210 4.13761
N -1.73226 -4.38899 -1.08086
H 3.53145 4.11311 -0.39572
H -3.71866 4.92190 2.89538
O -0.07601 0.49973 -5.93442
H 2.29903 -2.30707 3.97463
H 3.34546 -3.74434 3.96891
H -1.09744 -0.50974 -3.09585
H -1.63326 -0.78608 1.64362
H -3.66398 4.75287 1.18129
O -0.08562 -2.56980 0.78206
H -2.43368 -1.82963 -0.77735
O -3.75862 -4.36480 -2.09480
H -1.07485 -4.01361 -0.40056
C -3.33845 -2.47956 -0.84635
H 3.04457 0.48175 -0.03304
C 2.55078 3.79901 -0.65409
H 4.17863 1.83403 0.18887
H 1.05236 2.14175 -4.29584
H 3.69042 -3.22994 0.23835

Calculated values
Structure (SMILES): CC(N)=O.CC(N)=O.CC(N)=O.CC(N)=O.CC(N)=O.CC(N)=O
Maximum force in eV/Å: 3.54
Highest occupied orbital energy in eV: -9.091
Relative energy (zero: lowest compared OMol25 entry of this formula, charge and spin) in kcal per mole: 14.3
Kohn-Sham gap in eV: 9.495